No. 1
16
Properties=species:S:1:pos:R:3:forces:R:3 method="wB97M-V/def2-TZVPD" relative_energy_kj_mol=692.72 e_tot_ha=-358.98060 e_lumo_ev=0.31
O -0.56238 -2.24776 -1.75770 0.2316 -1.9151 -0.4807
N -1.88578 1.07409 1.05980 1.3624 -0.0582 -1.2113
N 1.49195 1.08440 -0.57002 -0.9583 -2.1712 0.4646
N 0.08642 -1.17544 -1.07109 -1.8750 -0.9659 -3.3545
C 0.60774 0.47204 0.12919 -1.7349 5.6307 1.4626
C -1.10041 1.13399 0.05062 1.7056 0.0840 1.6828
C 0.87818 -0.01105 1.52184 0.1689 -0.8990 -0.1810
H 0.79587 -1.65990 -0.50471 -1.1122 1.8307 0.5619
H -1.21845 1.91423 -0.72645 0.1501 -0.4982 -0.1744
H 1.52139 -0.89639 1.48048 0.0858 0.1233 0.0525
H -2.63204 1.77869 1.01568 0.0725 -0.4260 -0.2694
H 1.16104 1.34193 -1.50048 -0.2182 0.4949 0.2712
H 1.41645 0.75946 2.07379 -0.1252 0.0162 -0.0352
H -0.03326 -0.30572 2.04341 0.0249 0.2334 -0.1089
H 0.18061 -2.81544 -2.03911 -0.7211 0.3512 -0.2414
H -0.70731 -0.44712 -1.20525 2.9429 -1.8307 1.5614



No. 2
15
Properties=species:S:1:pos:R:3:forces:R:3 method="wB97M-V/def2-TZVPD" relative_energy_kj_mol=550.39 e_tot_ha=-378.93137 e_lumo_ev=0.83
O 0.62565 -0.56693 2.20884 -2.5891 -5.4787 2.5255
O -2.05318 -0.28840 0.25023 -1.5377 0.7845 2.9951
N 0.25888 1.54311 0.24839 3.7978 2.8004 -2.4354
N -0.43960 -1.19433 1.45669 -0.8663 -1.3427 1.4982
C -0.98839 -1.16064 0.03953 0.1605 -0.5599 2.6008
C 0.31782 0.72472 -0.85891 0.0775 -1.1782 1.3971
C -0.12183 -0.54796 -0.87957 3.1159 1.3033 -5.6158
H -0.43342 -2.12637 1.81455 0.2443 -0.4545 0.1293
H 0.63794 2.53022 0.02065 -1.6048 -2.2576 1.0935
H -1.97477 -0.23643 1.32240 -0.6843 -0.3565 -3.3003
H 0.19814 -0.98504 -1.88820 -0.8919 -0.0615 1.7022
H -1.32720 -2.21343 -0.24121 0.5642 1.2116 0.5886
H 0.97407 0.07712 1.74334 2.6182 5.2371 -4.1372
H -0.55555 1.39614 0.70825 -3.0129 0.4616 2.0579
H 0.88504 1.16551 -1.62956 0.6088 -0.1090 -1.0995



No. 3
71
Properties=species:S:1:pos:R:3:forces:R:3 method="wB97M-V/def2-TZVPD" relative_energy_kj_mol=247.25 e_tot_ha=-1591.26032 e_lumo_ev=-1.85
O -1.39005 -5.23304 0.36788 0.2440 1.1163 -0.3575
O -0.39774 -2.90684 3.66955 -0.4258 -0.3114 0.2344
O -1.51980 -4.77914 3.07827 0.3827 0.9531 -0.3215
O -2.07527 4.43485 1.30023 0.9629 -1.2647 -0.3809
N -0.37074 1.41803 0.71242 0.5892 -1.5665 0.0808
N -0.11441 3.61937 0.36480 -1.1697 0.0955 0.6165
N -0.68562 -3.30213 1.46509 -0.5932 0.3777 0.4875
C 0.34398 4.88991 -0.12467 0.1751 0.3613 -0.1812
C -2.78133 2.39003 -3.74472 0.1921 -0.0581 0.1758
C -2.58943 1.07487 -3.30066 -0.1767 0.1172 0.0563
C -3.02520 3.40845 -2.81571 -0.0990 -0.2195 0.1305
C -0.25883 -2.48868 6.06813 0.0673 0.1462 0.0248
C 0.46136 2.18759 -1.55834 -0.3368 -0.2274 0.2001
C -1.33207 3.50671 0.98160 -0.2826 1.0014 0.1315
C 1.76919 2.79420 -2.05161 0.1811 0.2218 -0.4351
C 0.49687 2.36408 -0.01794 -0.0189 0.1425 -0.2669
C 2.30075 -3.90527 -0.54673 -0.1550 0.5338 0.2590
C -0.92352 -3.77058 2.71510 -0.2891 -1.2248 -0.1594
C 3.97490 -3.90331 -2.30055 -0.3894 0.0335 0.3884
C -0.08842 0.11531 0.84376 -0.3040 1.3851 0.0794
C 2.73539 2.88058 -0.84301 0.4933 0.1692 -0.3135
C 1.30736 -1.80164 0.28519 -0.0570 1.1279 0.4781
C -2.64787 0.77817 -1.93316 0.1934 0.3059 0.0074
C 2.22176 -2.48773 -0.58207 1.0007 -0.4907 -1.0919
C -0.80258 -3.36773 4.96706 0.1119 -0.0403 0.4137
C -3.08717 3.10452 -1.45360 0.0882 0.0474 -0.0668
C 0.93403 -0.48103 0.11244 1.0096 -0.7213 -0.2833
C -1.14761 -4.02188 0.40522 -0.2791 -1.2216 0.2593
C -1.60084 2.02468 1.20592 0.0377 0.1757 0.7452
C 3.90465 -2.50561 -2.36839 -0.1455 0.0961 0.1971
C -2.85765 1.52023 0.48875 -0.1118 0.2068 0.0008
C 3.15818 -4.59802 -1.39301 0.2515 0.1812 -0.2571
C 1.99820 2.35808 0.38572 -0.4603 -0.1916 0.2744
C 3.04053 -1.80396 -1.52854 -0.2031 -0.4788 0.2030
C -2.83391 1.80336 -0.99365 -0.5718 -0.1248 -0.5040
C -1.35233 -3.17150 -0.84181 0.1386 0.1663 -0.4204
H 3.19650 -5.68695 -1.34359 -0.0128 0.3280 -0.0259
H 0.83984 -2.34915 1.12032 -0.0624 -0.0235 -0.4601
H 1.44280 0.13169 -0.63366 -0.3738 -0.5453 0.2049
H 4.66319 -4.44931 -2.94786 -0.2348 0.1616 0.1752
H -3.70175 2.04650 0.95612 0.1356 -0.2228 -0.0714
H -0.45149 -4.39799 5.10329 -0.1438 0.2265 -0.0311
H 3.00067 -0.71538 -1.59038 0.0876 -0.3010 -0.0085
H -3.19469 4.43978 -3.13871 0.0063 -0.4173 0.0315
H 2.19854 2.19392 -2.86357 -0.0984 0.2110 0.1479
H -1.90048 -3.38571 5.02523 0.2902 -0.0729 -0.0974
H -2.56166 -0.25636 -1.58836 0.1138 0.2927 -0.1302
H -2.41621 0.27056 -4.02323 -0.1163 0.3189 0.2835
H 2.31642 1.34450 0.63821 -0.0157 0.2744 0.0481
H 0.37572 1.12264 -1.80396 0.0109 0.3392 -0.0348
H -0.71348 -0.45651 1.53519 0.0928 -0.1062 -0.2676
H 1.65675 -4.44151 0.15356 0.1621 0.1027 -0.1755
H 3.03447 3.92524 -0.68980 0.1211 -0.3463 -0.0741
H -0.86602 -3.64107 -1.70477 -0.1887 -0.0181 0.0973
H -0.13345 5.67966 0.46180 0.0576 -0.1959 -0.1366
H -2.75524 2.62244 -4.81252 0.0282 -0.1166 0.3659
H 2.14025 2.97671 1.27911 -0.0400 -0.1172 -0.1723
H -1.69925 1.85392 2.29354 0.0383 0.0163 -0.3964
H -0.43852 2.66655 -1.96444 0.2744 -0.0762 0.0570
H 1.58736 3.80187 -2.45125 0.1154 -0.3379 0.0054
H -2.95766 0.44619 0.68101 -0.0604 0.1510 -0.0042
H 4.52962 -1.95791 -3.07780 -0.1945 -0.2000 0.2442
H -0.67406 -1.47650 6.03027 0.1195 -0.0758 -0.0312
H -2.42382 -3.07624 -1.06207 0.1875 -0.1639 0.0954
H -0.56074 -2.93964 7.01732 0.0059 0.1042 -0.0029
H 0.83323 -2.43450 6.07074 -0.0878 0.0337 -0.1213
H 0.09181 5.02428 -1.18675 0.0034 0.0317 0.2337
H -0.94051 -2.16421 -0.72321 -0.1760 -0.1969 -0.0150
H -3.35874 3.87963 -0.72916 0.2445 -0.2301 -0.3068
H 3.64861 2.30404 -1.04045 -0.1788 0.1976 0.1444
H 1.42721 4.95389 -0.00913 -0.1614 0.1538 0.0245



No. 4
14
Properties=species:S:1:pos:R:3:forces:R:3 method="wB97M-V/def2-TZVPD" smiles="C=C(C)CN" relative_energy_kj_mol=169.83 e_tot_ha=-212.48649 e_lumo_ev=1.02
N 2.12641 0.13338 0.12048 -1.4662 -0.5188 -0.4090
C -1.70963 -0.61001 0.02250 -2.5533 -0.7909 1.0891
C -0.49264 0.17737 0.04879 2.0492 2.4079 -0.1549
C 0.75342 -0.60616 -0.01848 3.3826 -0.8362 2.5300
C -0.48591 1.52583 0.10027 -0.6040 0.1149 -1.1960
H -1.83903 -0.89934 1.22091 -0.3766 0.4573 -3.1976
H 2.83642 -0.58070 0.24197 -0.1975 -0.1173 0.2337
H -2.53284 0.17135 -0.37790 1.2745 -2.4491 1.1498
H 0.70063 -1.20165 -0.92281 0.1190 -0.3525 -0.1884
H 2.45992 0.62635 -0.70944 -0.7565 -0.0403 -0.0237
H 0.87140 -1.33360 0.91820 -0.7458 1.1509 -2.0085
H 0.41395 2.18696 0.11379 -0.7832 -1.0024 0.1649
H -1.64485 -1.61388 -0.60540 -0.2555 2.2256 1.2770
H -1.45726 2.02410 -0.15288 0.9132 -0.2492 0.7336



No. 5
16
Properties=species:S:1:pos:R:3:forces:R:3 method="wB97M-V/def2-TZVPD" smiles=CN[Si](C)(C)F relative_energy_kj_mol=0.00 e_tot_ha=-564.42980 e_lumo_ev=0.81
Si 0.29908 -0.50267 -0.43375 -0.5761 1.4325 0.8694
F 0.69272 -0.67017 -2.02777 -1.2973 0.7810 0.3951
N -0.53105 1.21107 -0.05421 1.5406 1.6198 -2.6287
C -1.43517 2.44836 0.62721 -0.5273 -5.7174 0.4420
C 2.08238 -0.74249 0.09136 -0.3748 -0.7329 -0.5540
C -0.73774 -2.02959 0.01025 2.1235 0.2750 -2.1313
H -0.92660 -2.05374 1.04871 -1.1650 0.0542 0.9528
H 2.46544 -1.40267 -0.74887 -0.2212 0.5903 1.2849
H -2.05058 1.83108 1.41964 1.1741 1.9001 -1.3741
H -2.06218 2.75046 -0.17630 -0.7375 0.0659 -0.5253
H -1.51017 -2.04092 -0.77497 -0.3289 -0.3449 0.9935
H -0.15291 1.77454 -0.91208 -0.5874 -1.4625 1.8008
H 2.60395 0.18909 0.04552 0.4996 0.6320 -0.0124
H -0.93367 3.31784 0.97351 1.1376 0.1217 0.6523
H 2.22989 -1.18243 1.07729 0.0446 -0.0864 -0.0900
H -0.03339 -2.89775 -0.16554 -0.7045 0.8715 -0.0750



M values, unit g mol⁻¹, following the record order: 103.12; 104.11; 489.62; 71.12; 107.20.